DFT (wB97M-V/def2-TZVPD) results for a structure of composition C19H20AlN2O3PS3.

Results
net charge = -1
2S+1 = 2
max |F| = 0.3 eV/A
<S²> = 0.779
molar mass = 478.5 g mol⁻¹
HOMO energy (spin up / spin down) = -0.0894 / -0.1929 Eh

```
49
Properties=species:S:1:pos:R:3:forces:R:3:lowdin_spin:R:1
C 0.5328 -2.9271 -0.9169 0.1 0.0 0.0 0.028
Al -0.6304 -0.2902 -0.1927 0.0 0.1 0.1 0.022
C -1.8144 -2.5161 -1.1780 0.0 0.1 -0.1 0.192
C -2.0186 -3.8454 -1.5009 0.0 0.0 0.0 0.021
O 1.5635 3.7583 -0.6549 0.0 0.1 -0.1 0.000
H -3.0238 -4.1794 -1.7190 0.0 0.0 0.0 -0.005
C 2.7307 -4.6815 -0.9498 0.0 0.0 0.0 0.026
P 0.9356 2.5463 0.1733 -0.1 -0.3 0.1 0.000
C 1.8187 -2.4784 -0.6063 0.1 0.0 0.1 0.029
H 2.2254 0.7095 2.5280 0.0 0.0 0.0 0.000
C -0.9721 -4.7469 -1.5493 0.0 0.0 0.0 0.238
C 1.2209 6.1169 -0.8792 0.0 0.0 0.0 0.000
C -2.8760 -1.4989 -1.1092 0.1 -0.1 -0.1 0.013
C -3.4648 0.7990 -0.6957 0.0 0.0 0.0 -0.003
H 0.1694 5.9378 -1.1006 0.0 0.0 0.0 0.000
C 0.3495 -4.2946 -1.2458 0.0 0.0 0.0 0.021
S -0.7686 2.9174 1.0287 -0.1 0.1 0.1 0.000
H -3.1805 1.8083 -0.4188 0.0 0.0 0.0 -0.001
H -4.5311 -2.7792 -1.6651 0.0 0.0 0.0 0.001
C 2.8714 2.5573 3.4605 0.0 0.0 0.0 0.000
H 2.8248 5.1272 0.1950 0.0 0.0 0.0 0.000
H 2.8139 2.1516 4.4718 0.0 0.0 0.0 0.000
H -6.1990 -0.9979 -1.5665 0.0 0.0 0.0 -0.001
C -4.2181 -1.7778 -1.3971 0.0 0.0 0.0 0.034
H 3.9083 2.5028 3.1263 0.0 0.0 0.0 0.000
C 2.9032 -3.3411 -0.6215 0.0 0.0 0.0 0.054
H 1.3102 -6.1873 -1.5092 0.0 0.0 0.0 0.001
H 3.5771 -5.3569 -0.9616 0.0 0.0 0.0 0.001
N -0.2355 -0.5018 1.6033 0.2 0.0 0.2 0.003
H 1.9703 -1.4373 -0.3479 0.0 0.0 0.0 0.000
C 1.7544 5.0175 0.0091 0.0 0.0 0.0 0.000
H 1.2368 5.0148 0.9714 0.0 0.0 0.0 0.000
H 3.8870 -2.9615 -0.3743 0.0 0.0 0.0 0.003
S 0.9125 1.0817 -1.2263 0.1 -0.1 -0.1 0.003
C -5.1629 -0.7704 -1.3416 0.0 0.0 0.0 -0.002
C 1.9684 1.7668 2.5451 0.0 -0.1 -0.1 0.000
C -2.4893 -0.1951 -0.7372 -0.1 0.1 0.1 0.042
H -1.1365 -5.7866 -1.8014 0.0 0.0 0.0 0.016
H 1.3121 7.0826 -0.3780 0.0 0.0 0.0 0.000
N -0.5321 -2.0456 -0.8995 -0.1 0.0 0.1 0.157
S -0.5566 -0.9651 2.9585 0.0 0.1 -0.2 0.002
O 2.1251 2.2782 1.2077 0.0 0.2 0.0 0.000
C 1.4625 -5.1433 -1.2566 0.0 0.0 0.0 0.055
H -5.5342 1.3163 -0.9683 0.0 0.0 0.0 0.003
H 0.9233 1.8551 2.8394 0.0 0.0 0.0 0.000
O 0.4855 -0.9326 3.9807 0.0 0.0 0.0 0.001
C -4.7915 0.5278 -1.0007 0.0 0.0 0.0 0.045
H 1.7712 6.1586 -1.8194 0.0 0.0 0.0 0.000
H 2.5715 3.6062 3.4907 0.0 0.0 0.0 0.000
```
Positions in Å, forces in eV/Å.